(1)
Entry from the Open Molecules 2025 dataset: C19H37BF5IO5PSZn as an isolated structure in a non-equilibrium geometry (wB97M-V/def2-TZVPD).

Properties
Total charge   +1
HOMO level   -11.20 eV
LUMO level   -9.413 eV
Energy relative to the best compared isomer or geometry (same formula, charge and spin)   173.9 kcal per mole
Kohn-Sham gap   1.7851 eV

Each line ends with the Löwdin charge.
CARTESIAN COORDINATES (ANGSTROEM)
1 C -1.06478 5.65287 0.65410  -0.12
2 C -1.33920 4.96740 2.15398  -0.34
3 C -0.21929 3.84314 2.56836  -0.19
4 C -0.86120 2.34458 2.89730  -0.19
5 C -1.77733 1.86681 1.62255  -0.19
6 C -1.73403 0.21522 1.36031  -0.16
7 C -1.56432 0.06443 -0.29405  -0.12
8 B -1.80638 -1.47125 -0.84591  -0.82
9 C -0.47386 -2.32535 -0.28338  -0.17
10 C 0.92935 -1.95940 -1.06876  -0.20
11 C 2.14092 -2.51712 -0.05483  -0.21
12 P 3.87105 -1.82147 -0.49783  0.79
13 O 3.95529 -1.23251 -1.96498  -0.34
14 O 5.00439 -3.17038 -0.29166  -0.27
15 C 5.01389 -3.62563 1.11156  -0.30
16 C 4.62750 -5.24671 1.25305  -0.11
17 O 4.28620 -0.67313 0.76196  -0.31
18 C 4.64302 0.64252 0.20216  -0.27
19 C 3.25242 1.47749 -0.05148  -0.10
20 C -3.13198 -2.23229 -0.28379  -0.54
21 I -2.84287 -3.27526 1.67546  1.08
22 C -4.50479 -1.42811 -0.09055  -0.30
23 C -4.85907 -0.14253 -0.98482  -0.11
24 S -1.93044 -1.57650 -2.75517  0.93
25 O -3.40957 -1.86295 -3.23871  -0.32
26 O -1.15534 -2.83004 -3.32629  -0.29
27 C -1.45690 -0.01785 -3.66258  -0.22
28 F -2.24423 1.20574 -3.25418  0.00
29 F -1.90660 -0.24860 -5.09103  0.01
30 C 0.14624 0.29664 -3.78404  -0.13
31 F 0.67202 1.19064 -2.68594  0.01
32 F 1.00328 -0.88938 -4.03560  0.06
33 F 0.28843 1.14546 -5.02904  0.03
34 H -0.28870 4.98347 0.04263  0.09
35 H -0.65573 6.75950 0.73447  0.09
36 H -2.07354 5.72333 0.03843  0.08
37 H -2.45746 4.55786 2.14987  -0.14
38 H -1.33816 5.88182 2.90567  0.09
39 H 0.57201 3.77669 1.67741  0.12
40 H 0.33096 4.19094 3.54152  0.12
41 H -1.44953 2.41198 3.92312  0.13
42 H 0.06276 1.61091 2.94198  0.12
43 H -2.88946 2.21997 1.79398  0.10
44 H -1.40327 2.45898 0.65847  0.12
45 H -0.86639 -0.28939 1.96118  0.11
46 H -2.75448 -0.18674 1.76148  0.08
47 H -0.46489 0.47930 -0.50731  0.12
48 H -2.28899 0.87044 -0.73517  0.11
49 H -0.21758 -2.04858 0.85043  0.09
50 H -0.61867 -3.50207 -0.42576  0.14
51 H 1.09744 -2.53824 -2.07063  0.13
52 H 1.14426 -0.81673 -1.18334  0.09
53 H 2.19210 -3.68673 -0.28366  0.13
54 H 1.93939 -2.27198 1.07132  0.10
55 H 4.26874 -3.06276 1.81696  0.10
56 H 6.08508 -3.53361 1.62516  0.14
57 H 3.49464 -5.29802 1.62565  0.07
58 H 5.25607 -5.78172 2.10420  0.09
59 H 4.74897 -5.80994 0.23202  0.09
60 H 5.26534 1.20296 1.05145  0.14
61 H 5.34780 0.60044 -0.73264  0.13
62 H 3.19841 2.33366 0.77626  0.08
63 H 2.27304 0.82101 0.02892  0.06
64 H 3.23293 2.04193 -1.09778  0.10
65 H -3.34474 -3.15960 -1.00689  0.12
66 H -4.59233 -1.10988 1.05755  0.08
67 H -5.39808 -2.21068 -0.23123  0.15
68 H -5.03441 0.78497 -0.25644  0.09
69 H -4.09868 0.19650 -1.79959  0.06
70 H -5.91224 -0.31553 -1.51309  0.12
71 Zn -3.91437 5.34908 2.78725  0.78

=====

(2)
Entry from the Open Molecules 2025 dataset: a 7-piece molecular cluster, C19H37Cl3O16 overall in a non-equilibrium geometry (wB97M-V/def2-TZVPD).

Properties
SMILES   COC(=O)OC.COC(=O)OC.COC(=O)OC.COC(=O)OC.COC(=O)OC.ClC(Cl)Cl.CC(C)=O
HOMO level   -9.60 eV
LUMO level   0.364 eV
Energy relative to the best compared isomer or geometry (same formula, charge and spin)   0.0 kcal per mole
Kohn-Sham gap   9.9597 eV

Each line ends with the Löwdin charge.
CARTESIAN COORDINATES (ANGSTROEM)
1 C 0.72501 -0.74366 -0.90737  -1.45
2 Cl 1.89473 -2.04147 -1.05399  0.58
3 Cl 1.38715 0.78592 -1.52247  0.61
4 Cl 0.18271 -0.61141 0.80715  0.61
5 H -0.11954 -0.95579 -1.55145  -0.02
6 C -5.81274 1.24922 3.24381  -0.07
7 O -5.24172 0.34981 2.32404  0.01
8 C -4.25525 -0.43627 2.76261  -0.64
9 O -3.85673 -0.44034 3.90202  0.13
10 O -3.86845 -1.18364 1.76548  0.01
11 C -2.62529 -1.90551 1.92403  -0.04
12 H -6.37304 0.67332 3.98556  0.10
13 H -6.52178 1.95747 2.81977  0.09
14 H -5.16642 1.88332 3.85443  0.10
15 H -1.78208 -1.24976 2.10551  0.01
16 H -2.60336 -2.41948 0.96648  0.09
17 H -2.67363 -2.65730 2.71030  0.10
18 C -5.29054 0.25954 -1.91839  -0.06
19 O -4.71100 1.52943 -2.02124  0.03
20 C -3.39601 1.55086 -2.24547  -0.61
21 O -2.68661 0.59490 -2.37366  0.13
22 O -3.00464 2.81162 -2.11401  0.02
23 C -1.59348 3.00141 -2.27820  -0.03
24 H -5.50513 -0.24338 -2.86695  0.09
25 H -6.25140 0.21146 -1.40552  0.10
26 H -4.64352 -0.41813 -1.35518  0.09
27 H -1.03521 2.18879 -1.82463  0.05
28 H -1.23428 3.92175 -1.82587  0.09
29 H -1.37275 3.04098 -3.34375  0.10
30 C 3.68206 1.29288 1.32995  -0.06
31 O 4.90064 1.60204 1.96938  0.01
32 C 6.03030 1.10079 1.43236  -0.61
33 O 6.09153 0.58891 0.35259  0.13
34 O 7.01681 1.37539 2.26904  0.01
35 C 8.27455 0.77438 2.07985  -0.04
36 H 3.21382 0.35557 1.63623  0.08
37 H 3.75324 1.36088 0.24518  0.07
38 H 2.92263 2.03083 1.59674  0.09
39 H 8.69105 1.02519 1.10324  0.10
40 H 8.23115 -0.31300 2.16277  0.08
41 H 8.91072 1.09900 2.89990  0.10
42 C -1.76370 -2.72659 -3.33761  -0.05
43 O -3.09774 -2.75619 -2.87929  0.01
44 C -4.00605 -3.30392 -3.68822  -0.61
45 O -3.82186 -3.70671 -4.80772  0.13
46 O -5.12178 -3.46994 -2.98992  -0.01
47 C -6.32958 -3.74945 -3.68497  -0.04
48 H -1.18796 -2.47685 -2.44565  0.07
49 H -1.52514 -1.97900 -4.09468  0.10
50 H -1.30654 -3.65061 -3.69685  0.10
51 H -6.16283 -4.56378 -4.39117  0.09
52 H -6.74562 -2.90204 -4.22737  0.10
53 H -7.00880 -4.09988 -2.91249  0.09
54 C -0.86320 2.66488 1.41923  -0.02
55 O 0.20917 2.88687 0.47556  -0.09
56 C 0.75304 4.09850 0.41637  -0.66
57 O 0.60890 4.99099 1.20968  0.13
58 O 1.44141 4.18210 -0.70440  -0.03
59 C 2.29056 5.33584 -0.85921  -0.01
60 H -1.67377 3.15631 0.86658  0.10
61 H -0.74391 3.15946 2.37828  0.10
62 H -1.15541 1.62531 1.46214  0.04
63 H 1.69123 6.24347 -0.88239  0.10
64 H 2.87764 5.03023 -1.71908  0.10
65 H 2.94070 5.45900 0.00910  0.10
66 C 6.84768 -3.39802 2.02474  -0.01
67 C 5.37874 -3.79775 1.97921  -0.49
68 O 4.96186 -4.71959 2.63592  0.07
69 C 4.41679 -2.84218 1.31834  -0.05
70 H 6.85742 -2.31029 2.04196  0.06
71 H 7.33628 -3.76938 1.12399  0.09
72 H 7.28953 -3.78778 2.93778  0.08
73 H 4.80498 -2.09800 0.62081  0.07
74 H 3.80951 -2.28942 2.03687  0.09
75 H 3.71498 -3.43213 0.72414  0.05

=====

(3)
Entry from the Open Molecules 2025 dataset: C19H37ClInNO3SbSi3 as an isolated structure (wB97M-V/def2-TZVPD).

Properties
Total charge   +1
HOMO level   -10.53 eV
LUMO level   -2.776 eV
Energy relative to the best compared isomer or geometry (same formula, charge and spin)   0.0 kcal per mole
Kohn-Sham gap   7.7584 eV

Each line ends with the natural charge from an NBO analysis.
CARTESIAN COORDINATES (ANGSTROEM)
1 In 0.01523 0.67618 0.21158  1.51
2 Cl -2.29324 -4.25856 5.35612  0.02
3 C -1.74174 -2.91977 4.40616  -0.11
4 C -1.23093 -1.77803 5.05316  -0.15
5 C -0.78870 -0.69993 4.33968  -0.24
6 C -0.82288 -0.68503 2.92151  0.44
7 O -0.42397 0.37290 2.29614  -0.80
8 C -1.33958 -1.85173 2.27684  -0.32
9 C -1.46693 -1.98626 0.87084  0.45
10 O -1.12634 -1.18300 -0.02302  -0.68
11 C -1.79642 -2.95400 3.04801  -0.13
12 H -1.19199 -1.76640 6.13472  0.24
13 H -0.39510 0.17263 4.84346  0.22
14 H -1.93498 -2.91737 0.52423  0.16
15 H -2.18808 -3.82694 2.54052  0.23
16 N 1.35753 -0.63717 -3.71360  -0.77
17 C 1.10356 -0.28163 -2.45211  0.71
18 O 0.09437 0.38201 -2.16964  -0.68
19 C 2.07697 -0.75649 -1.38674  -0.52
20 C 2.05386 0.11522 -0.13497  -0.90
21 H 0.69842 -0.40300 -4.43760  0.42
22 H 2.18026 -1.16276 -3.95089  0.41
23 H 3.07470 -0.84152 -1.82469  0.23
24 H 1.76249 -1.77773 -1.14647  0.25
25 H 2.67843 0.99830 -0.27304  0.23
26 H 2.44035 -0.42599 0.72679  0.24
27 C -1.97064 3.39850 3.55747  -1.14
28 Si -1.32056 4.27149 2.04297  1.44
29 C 0.53700 4.46194 2.09424  -1.13
30 C -2.18603 5.90100 1.75419  -1.13
31 Sb -1.80329 2.72846 0.04212  -0.34
32 Si -4.15492 1.73107 0.26530  1.45
33 C -4.13615 0.71238 1.82866  -1.13
34 C -5.34027 3.17146 0.36960  -1.13
35 C -4.43313 0.67272 -1.24641  -1.13
36 Si -1.42167 3.93693 -2.19173  1.44
37 C -2.25070 5.60979 -2.13457  -1.13
38 C 0.43408 4.08126 -2.35087  -1.13
39 C -2.14843 2.84989 -3.52260  -1.13
40 H -1.65275 3.93852 4.45318  0.26
41 H -1.58856 2.37809 3.61291  0.26
42 H -3.06149 3.36720 3.56428  0.24
43 H 0.82236 5.10697 2.92910  0.26
44 H 0.92225 4.91565 1.17920  0.24
45 H 1.03282 3.49980 2.23810  0.25
46 H -2.03992 6.55180 2.62014  0.26
47 H -3.26074 5.76686 1.61958  0.25
48 H -1.79738 6.42325 0.88012  0.24
49 H -3.89848 1.31548 2.70540  0.25
50 H -3.40427 -0.09539 1.77399  0.25
51 H -5.11992 0.26272 1.98788  0.26
52 H -5.16057 3.77038 1.26432  0.25
53 H -6.36941 2.80674 0.41787  0.26
54 H -5.26201 3.82521 -0.50069  0.25
55 H -3.64512 -0.07421 -1.36072  0.25
56 H -4.46929 1.27117 -2.15736  0.25
57 H -5.38706 0.14650 -1.15643  0.25
58 H -1.76907 6.27263 -1.41533  0.24
59 H -3.30734 5.53315 -1.87351  0.25
60 H -2.18585 6.08714 -3.11556  0.26
61 H 0.87026 4.65551 -1.53172  0.24
62 H 0.68733 4.59084 -3.28415  0.25
63 H 0.89789 3.09325 -2.37029  0.25
64 H -3.23794 2.82768 -3.47544  0.24
65 H -1.76979 1.83005 -3.44401  0.26
66 H -1.87032 3.24518 -4.50350  0.25

=====

(4)
Entry from the Open Molecules 2025 dataset: C19H37CoS3Si2 as an isolated structure (wB97M-V/def2-TZVPD).

Properties
Total charge   +1
HOMO level (spin up / spin down)   -10.87 / -11.22 eV
LUMO level (spin up / spin down)   -2.931 / -2.192 eV
Energy relative to the best compared isomer or geometry (same formula, charge and spin)   0.0 kcal per mole
Kohn-Sham gap (spin up / spin down)   7.9428 / 9.0294 eV
Expectation value of S²   0.881
Multiplicity   2

Each line ends with the natural charge from an NBO analysis.
CARTESIAN COORDINATES (ANGSTROEM)
1 Co -0.56895 0.66559 0.69678  0.49
2 C 1.34189 -0.41608 3.10382  -0.55
3 C -0.05864 -0.81134 3.54344  -0.54
4 S -1.37753 0.30586 3.00633  0.27
5 C -0.92124 1.86316 3.82566  -0.55
6 C -0.96114 3.04456 2.86584  -0.54
7 S -0.02862 2.82102 1.32663  0.31
8 C 1.67448 2.64924 1.95544  -0.55
9 C 2.39715 1.47985 1.30870  -0.54
10 S 1.46751 -0.08084 1.31318  0.34
11 H 2.03526 -1.22487 3.33475  0.25
12 H 1.68788 0.46964 3.63444  0.22
13 H -0.08854 -0.91522 4.62858  0.25
14 H -0.34222 -1.77372 3.11540  0.25
15 H 0.06604 1.74715 4.27028  0.22
16 H -1.62021 2.04476 4.64151  0.25
17 H -0.60844 3.95071 3.35940  0.25
18 H -1.98128 3.23376 2.52900  0.25
19 H 1.62943 2.53868 3.03756  0.22
20 H 2.21223 3.57304 1.74433  0.25
21 H 3.36520 1.31740 1.78432  0.25
22 H 2.57970 1.67236 0.25023  0.25
23 C -0.49142 -1.00656 -1.63084  -0.30
24 C -0.23836 0.46015 -1.89708  -0.16
25 C -1.06020 1.43297 -1.45654  -0.26
26 C -2.15527 1.15010 -0.53809  -0.32
27 C -2.30965 -0.17039 -0.08963  -0.22
28 C -1.27611 -1.07854 -0.33616  -0.28
29 H -1.15789 -1.37706 -2.42397  0.24
30 H 0.59190 0.73370 -2.53546  0.22
31 H -0.86410 2.46623 -1.71499  0.24
32 H -2.88583 1.91601 -0.32072  0.24
33 H -3.09422 -0.40700 0.61799  0.24
34 H -1.34234 -2.04002 0.15115  0.23
35 C 2.28070 -3.32359 -4.19763  -1.13
36 Si 1.48160 -1.77032 -3.52196  1.69
37 C 0.07129 -1.35794 -4.68883  -1.13
38 C 2.83201 -0.46659 -3.61569  -1.12
39 C 0.80900 -1.84969 -1.71666  -1.13
40 Si 0.74474 -3.61013 -1.00466  1.69
41 C 0.38647 -3.67325 0.85522  -1.11
42 C 2.44343 -4.39432 -1.13123  -1.12
43 C -0.59022 -4.60024 -1.86224  -1.13
44 H 2.45140 -3.14434 -5.26285  0.25
45 H 1.67668 -4.22734 -4.11456  0.24
46 H 3.25305 -3.51423 -3.74391  0.24
47 H 0.45346 -1.32507 -5.71142  0.25
48 H -0.40603 -0.39748 -4.48775  0.23
49 H -0.70288 -2.12945 -4.65913  0.24
50 H 3.25364 -0.45340 -4.62368  0.25
51 H 3.64362 -0.72393 -2.92947  0.24
52 H 2.51267 0.55116 -3.38603  0.22
53 H 1.58904 -1.35478 -1.12106  0.25
54 H 0.90867 -2.88136 1.39761  0.21
55 H 0.76922 -4.62511 1.23104  0.25
56 H -0.67295 -3.63675 1.11403  0.22
57 H 3.22847 -3.66775 -0.90251  0.24
58 H 2.66174 -4.82436 -2.10490  0.25
59 H 2.52126 -5.19676 -0.39488  0.24
60 H -1.57217 -4.15124 -1.68795  0.24
61 H -0.62566 -5.61991 -1.47258  0.25
62 H -0.44366 -4.66201 -2.94200  0.24